[1]
{"formula": "C14H34AlO5", "method": "ωB97M-V/def2-TZVPD", "elements": ["C", "C", "C", "O", "Al", "C", "C", "C", "O", "C", "C", "O", "H", "H", "H", "H", "H", "H", "H", "H", "H", "H", "H", "H", "H", "H", "H", "H", "H", "H", "C", "C", "C", "O", "H", "H", "H", "H", "H", "H", "H", "H", "C", "C", "C", "O", "H", "H", "H", "H", "H", "H", "H", "H"], "positions_angstrom": [[1.617721, -0.875013, -0.352264], [0.368597, -1.601573, 0.318015], [-0.034615, -2.891282, -0.560738], [0.733223, -4.050987, -0.222636], [2.051479, -4.448944, -1.509409], [3.923558, -4.046736, -0.742587], [5.091582, -4.986929, -1.300699], [5.565200, -4.700893, -2.801387], [5.585468, -3.306289, -3.190542], [4.412392, -2.913155, -3.859364], [3.781784, -1.499411, -3.451559], [3.844883, -3.539500, -4.760446], [1.379425, -0.594515, -1.434749], [1.994021, 0.018353, 0.247454], [2.481582, -1.619224, -0.407297], [0.718251, -2.012222, 1.331393], [-0.530176, -0.899305, 0.449385], [-1.128769, -3.124343, -0.286784], [-0.038355, -2.650328, -1.674053], [1.981339, -6.003895, -1.877460], [1.706893, -3.592928, -2.814916], [4.151282, -2.960424, -1.024099], [3.837350, -4.140932, 0.395212], [5.998213, -4.818653, -0.609894], [4.830547, -6.100005, -1.198118], [6.653694, -5.061146, -2.868094], [4.973485, -5.377051, -3.490694], [2.690593, -1.601002, -3.157246], [4.353706, -1.107024, -2.539787], [3.948048, -0.749109, -4.282873], [-3.628894, 0.819040, -0.778535], [-3.058275, 1.803830, 0.230152], [-3.831204, 3.113496, 0.224359], [-1.689807, 2.058411, -0.078207], [-3.566064, 1.221421, -1.794735], [-3.057194, -0.112497, -0.771124], [-4.674589, 0.589354, -0.558455], [-3.088752, 1.363969, 1.230486], [-3.775710, 3.595033, -0.757949], [-3.404041, 3.813761, 0.944655], [-4.882583, 2.952657, 0.474971], [-1.650498, 2.447155, -0.960769], [-3.034931, 6.362382, 3.510301], [-4.287984, 5.551238, 3.801606], [-4.582136, 5.503778, 5.293016], [-4.119840, 4.224459, 3.308137], [-2.160252, 5.915836, 3.993495], [-2.829498, 6.378839, 2.437002], [-3.139906, 7.391841, 3.862041], [-5.139414, 5.987884, 3.272999], [-3.760418, 5.027835, 5.837388], [-5.477924, 4.909010, 5.488559], [-4.733434, 6.507528, 5.698132], [-3.369052, 3.828207, 3.768712]], "atomic_forces_ev_per_a": [[0.052, -0.444, 0.001], [0.700, -0.502, -0.440], [-1.094, -0.110, 1.251], [0.432, 1.366, -1.639], [-0.410, -0.042, 1.129], [0.141, 0.033, -0.466], [0.562, 0.826, 0.992], [0.888, -2.161, 0.711], [-2.341, -0.181, -0.447], [-1.982, 0.433, -1.574], [1.631, -0.059, 1.023], [2.111, 0.913, 2.370], [0.269, -0.092, 1.513], [-0.614, -0.980, -0.877], [-1.123, 0.903, 0.104], [-0.753, 0.640, -1.305], [1.322, -0.890, -0.200], [1.191, 0.324, -0.378], [0.229, -0.127, 1.210], [0.032, -0.416, 0.029], [-0.081, 0.260, -0.098], [0.050, -1.343, 0.697], [0.338, 0.209, -1.456], [-0.991, -0.335, -1.061], [0.223, 1.555, -0.384], [-1.491, 0.626, -0.045], [0.461, 1.319, 0.459], [1.435, -0.212, -0.692], [-0.831, -0.471, -1.206], [-0.377, -1.028, 0.775], [0.023, -0.343, 0.079], [-0.163, 0.280, -0.713], [0.014, 0.195, 0.180], [0.176, -0.030, 0.306], [-0.068, 0.106, 0.073], [-0.057, 0.061, 0.062], [0.036, 0.012, -0.048], [0.211, 0.040, -0.060], [-0.048, -0.181, -0.077], [-0.119, -0.131, 0.013], [0.049, 0.066, 0.004], [-0.031, -0.099, 0.099], [0.022, 0.174, -0.244], [0.573, -0.163, 0.418], [-0.287, 0.011, 0.110], [-0.254, 0.000, -0.111], [-0.097, 0.021, 0.099], [-0.075, 0.025, 0.071], [0.045, -0.046, -0.006], [0.034, -0.212, -0.071], [0.060, 0.112, -0.077], [0.028, 0.088, -0.057], [0.027, -0.058, 0.020], [-0.081, 0.059, -0.066]], "lowdin_charge": [-0.14, -0.23, -0.38, -0.33, 0.24, -0.29, -0.27, -0.20, -0.07, -0.46, -0.02, 0.04, 0.07, 0.07, 0.05, 0.11, 0.09, 0.10, 0.07, -0.10, -0.06, 0.03, 0.06, 0.09, 0.10, 0.12, 0.12, 0.05, 0.08, 0.08, -0.06, -0.50, -0.07, -0.06, 0.08, 0.08, 0.08, 0.14, 0.08, 0.06, 0.08, 0.09, -0.07, -0.50, -0.07, -0.06, 0.08, 0.08, 0.08, 0.14, 0.08, 0.08, 0.08, 0.09], "charge": -1, "homo_ev": -4.5}



[2]
{"formula": "C17H28F6NaO21S2", "method": "ωB97M-V/def2-TZVPD", "elements": ["Na", "C", "F", "F", "F", "S", "O", "O", "O", "C", "F", "F", "F", "S", "O", "O", "O", "C", "C", "O", "C", "O", "O", "H", "H", "H", "H", "C", "O", "C", "O", "O", "C", "H", "H", "H", "H", "H", "H", "C", "O", "C", "O", "O", "C", "H", "H", "H", "H", "H", "H", "C", "O", "C", "O", "O", "C", "H", "H", "H", "H", "H", "H", "C", "O", "C", "O", "O", "C", "H", "H", "H", "H", "H", "H"], "positions_angstrom": [[-10.178460, 14.670540, 1.597960], [-16.530550, 11.013640, 5.142900], [-17.210250, 9.861330, 5.346840], [-17.224060, 11.721980, 4.256620], [-16.380180, 11.653320, 6.273440], [-14.813990, 10.615910, 4.360920], [-14.983720, 9.867610, 3.124040], [-14.276290, 11.965880, 4.140280], [-14.160190, 9.820510, 5.336930], [-6.323320, 8.161000, -1.241370], [-6.813220, 8.313710, -2.493390], [-5.866850, 6.896190, -1.160840], [-5.343860, 8.952300, -0.881920], [-7.683800, 8.383380, 0.020310], [-7.127130, 7.889870, 1.282280], [-8.084040, 9.751810, 0.086500], [-8.778370, 7.470280, -0.451060], [-5.687030, 22.304760, 0.643580], [-4.292590, 21.682800, 0.700860], [-4.507000, 20.303450, 0.731500], [-5.771430, 20.070370, 0.477820], [-6.137290, 18.932660, 0.364230], [-6.528800, 21.180470, 0.460700], [-5.779340, 23.002200, -0.188980], [-5.812600, 22.823680, 1.593870], [-3.718320, 21.974290, 1.580260], [-3.889270, 22.038810, -0.247130], [-11.591280, 18.485280, -5.674590], [-10.481510, 17.646280, -6.084400], [-9.864400, 16.815930, -5.231040], [-10.311750, 16.452900, -4.171350], [-8.794740, 16.329330, -5.964190], [-7.867050, 15.378260, -5.375010], [-12.204800, 18.822460, -6.510060], [-11.350070, 19.362080, -5.073640], [-12.271730, 17.899350, -5.056710], [-8.435470, 14.453730, -5.273740], [-7.377730, 15.670350, -4.445850], [-7.041990, 15.277740, -6.080190], [-4.092020, 13.400510, 4.863520], [-4.396510, 13.579990, 6.217000], [-5.653040, 13.933730, 6.634390], [-6.654310, 13.883370, 5.917820], [-5.717780, 14.179330, 7.973230], [-4.587240, 13.982170, 8.897980], [-3.121040, 12.923610, 4.729830], [-4.166020, 14.394950, 4.423410], [-4.743800, 12.775580, 4.252970], [-4.233100, 12.956550, 8.794120], [-4.899410, 14.086480, 9.937100], [-3.794850, 14.714090, 8.741450], [-14.223920, 11.399580, -7.819570], [-14.883760, 12.245980, -6.941570], [-14.609050, 12.077230, -5.649150], [-13.959410, 11.131950, -5.216570], [-15.173730, 13.091460, -4.910710], [-15.055200, 13.016570, -3.494410], [-14.664550, 11.570260, -8.801810], [-14.332330, 10.323330, -7.685270], [-13.147130, 11.557890, -7.879400], [-15.576790, 12.204600, -2.987700], [-15.343080, 13.915920, -2.950000], [-14.007600, 12.935940, -3.204360], [-14.494390, 18.665250, 4.567570], [-14.275880, 19.950240, 3.955600], [-13.696920, 20.145320, 2.725490], [-13.223380, 19.181650, 2.049640], [-13.786580, 21.435090, 2.403250], [-13.766990, 21.725020, 0.989250], [-15.263430, 18.090320, 4.051680], [-14.857170, 18.664470, 5.595420], [-13.572240, 18.095830, 4.451360], [-14.680230, 21.345890, 0.530600], [-12.884830, 21.333800, 0.482460], [-13.844780, 22.801420, 0.836280]], "atomic_forces_ev_per_a": [[-0.078, -0.353, 0.070], [2.001, -2.038, -2.238], [-0.097, 0.407, 0.390], [-0.648, 0.684, 0.203], [-0.440, 0.598, 0.808], [0.244, 0.780, -1.976], [-1.103, 0.636, 0.237], [-0.493, -0.350, 0.462], [0.578, -0.482, 2.074], [-2.302, -1.497, 1.285], [1.086, 0.667, 0.394], [0.130, 0.192, -0.296], [1.119, 1.031, -1.039], [-3.393, -4.268, 1.656], [0.787, 0.490, -1.082], [0.407, 1.944, -0.832], [2.245, 1.643, -0.107], [0.593, 0.391, 0.852], [0.212, 1.475, -0.615], [1.357, 0.695, -0.079], [-1.092, -2.731, 0.268], [-0.871, 0.877, -0.251], [-0.273, 0.019, -0.075], [-0.234, -0.120, 0.113], [-0.981, -0.067, -0.061], [0.090, 0.077, -0.317], [1.166, -0.643, 0.178], [-0.671, -1.001, 0.974], [-0.131, 1.490, -0.384], [-0.406, -1.213, -1.127], [1.133, 0.348, -0.311], [-0.289, 0.939, 1.510], [-0.635, -0.098, -0.273], [0.730, -0.301, -0.463], [0.766, -0.110, -0.146], [0.083, -0.179, 0.092], [0.465, -0.150, 0.236], [-0.645, 0.338, 0.208], [-0.404, -0.081, -0.274], [-0.502, 0.467, -1.669], [-0.729, 0.082, 2.136], [-0.974, -1.614, -1.046], [2.399, 0.794, 1.708], [0.419, 0.160, -0.282], [-0.119, -0.367, -0.831], [0.160, 0.503, 0.585], [0.540, -0.056, -0.403], [-0.657, -0.163, 0.676], [0.225, 0.176, -0.196], [-0.750, 0.192, -0.367], [-0.046, -0.148, -0.370], [0.642, -1.262, -1.856], [-0.646, 1.059, 1.074], [0.746, -1.256, 1.767], [-1.128, 1.931, -0.407], [-0.038, -0.725, -0.993], [1.270, -0.307, 1.292], [0.095, 0.373, 0.041], [-0.358, 0.070, 0.819], [-0.011, 0.395, 0.222], [-0.171, -0.281, -0.673], [-0.573, 0.401, -1.028], [0.166, -0.396, -0.263], [0.642, -1.138, -1.493], [-0.070, 1.518, -0.394], [0.242, -4.551, -0.232], [-1.448, 3.747, 1.910], [0.094, -0.431, -0.175], [-0.314, 0.063, -0.355], [-0.019, 0.255, -0.487], [0.530, 1.099, -0.015], [-0.043, -0.097, 0.388], [0.129, -0.445, 0.039], [-0.081, -0.083, 0.238], [0.371, -0.002, 0.579]], "lowdin_charge": [0.97, -0.68, 0.09, 0.11, 0.14, 0.43, -0.35, -0.39, -0.33, -0.68, 0.10, 0.10, 0.13, 0.46, -0.36, -0.36, -0.38, -0.12, -0.13, 0.10, -0.60, 0.15, 0.09, 0.13, 0.13, 0.14, 0.13, -0.03, -0.01, -0.56, 0.12, -0.03, -0.03, 0.09, 0.09, 0.09, 0.10, 0.09, 0.09, -0.06, -0.04, -0.52, 0.10, -0.01, -0.02, 0.10, 0.10, 0.10, 0.09, 0.09, 0.09, -0.09, 0.01, -0.54, 0.12, -0.01, -0.06, 0.09, 0.10, 0.10, 0.10, 0.09, 0.09, -0.03, -0.03, -0.51, 0.05, 0.00, -0.03, 0.09, 0.09, 0.09, 0.10, 0.09, 0.09], "charge": -1, "homo_ev": -5.2}



| no. | molar mass (Da) | strongest force on any atom (eV/Å) | E_LUMO (eV) |
| --- | --- | --- | --- |
| 1 | 309.403 | 3.30 | 2.1 |
| 2 | 769.502 | 5.70 | -0.9 |